(1)
{"formula": "C30H26GeN3O4RhS2", "method": "the ωB97M-V functional and the def2-TZVPD basis", "species": ["Rh", "O", "N", "C", "C", "C", "C", "C", "S", "H", "H", "H", "H", "C", "C", "C", "C", "C", "C", "C", "S", "O", "O", "N", "C", "C", "C", "C", "C", "N", "H", "H", "H", "H", "H", "H", "H", "H", "H", "H", "H", "O", "C", "Ge", "C", "C", "C", "C", "C", "C", "C", "C", "C", "C", "C", "C", "H", "H", "H", "H", "H", "H", "H", "H", "H", "H", "H"], "coordinates": [[-1.166107, 0.801849, 0.014836], [-2.535719, 2.340322, -0.075310], [-3.587408, 2.197062, -0.886701], [-4.407300, 3.267651, -0.999678], [-5.519579, 3.200221, -1.787003], [-5.789982, 2.014531, -2.477568], [-4.936143, 0.948676, -2.352389], [-3.803478, 1.039399, -1.533785], [-2.705691, -0.282334, -1.315388], [-4.100973, 4.126337, -0.423016], [-6.164464, 4.062475, -1.862585], [-6.664161, 1.937407, -3.108766], [-5.110112, 0.018082, -2.873029], [3.065621, -2.929137, 5.266580], [2.238510, -1.822153, 4.679278], [1.074479, -2.108153, 3.964555], [0.287542, -1.094796, 3.450193], [0.674013, 0.226163, 3.643377], [1.814823, 0.539026, 4.368010], [2.591738, -0.489495, 4.875656], [-0.318420, 1.497275, 2.958797], [-1.662973, 1.004875, 2.846481], [-0.004555, 2.736296, 3.598185], [0.127730, 1.581195, 1.361054], [1.160186, 2.269999, 0.872673], [2.244081, 2.857257, 1.558528], [3.221001, 3.485709, 0.839431], [3.164191, 3.572349, -0.568718], [2.099360, 3.027218, -1.204315], [1.131419, 2.392428, -0.484491], [3.002510, -3.833386, 4.662894], [2.709042, -3.175008, 6.268820], [4.112071, -2.640162, 5.350695], [0.776624, -3.140722, 3.826123], [-0.635923, -1.313515, 2.929827], [2.070857, 1.571873, 4.562254], [3.480564, -0.252652, 5.446981], [2.268208, 2.813025, 2.634387], [4.055388, 3.930139, 1.366033], [3.936604, 4.068140, -1.135615], [1.932852, 3.046747, -2.271436], [-0.313078, 2.254703, -2.266631], [-0.074115, 1.869389, -1.174496], [0.327472, -0.966698, -0.970591], [-0.581013, -2.652671, -0.785471], [-0.584920, -3.277995, 0.461892], [-1.220706, -4.497714, 0.633510], [-1.856618, -5.102275, -0.442320], [-1.846950, -4.493714, -1.690484], [-1.212712, -3.273162, -1.862957], [1.063673, -0.512032, -2.691718], [2.424577, -0.222447, -2.776543], [2.992216, 0.145883, -3.989163], [2.200184, 0.227567, -5.124992], [0.842904, -0.061841, -5.049777], [0.275935, -0.425616, -3.839954], [1.430902, -0.830949, 0.104527], [-0.070261, -2.820152, 1.298453], [-1.216578, -4.980831, 1.601904], [-2.353568, -6.054237, -0.310540], [-2.331952, -4.973326, -2.530301], [-1.202408, -2.812445, -2.843142], [3.052490, -0.294409, -1.894273], [4.051381, 0.360501, -4.048998], [2.640275, 0.513571, -6.071170], [0.226429, 0.003986, -5.936553], [-0.789982, -0.615329, -3.786062]], "forces_ev_per_a": [[-0.122, 0.361, -0.034], [0.056, -0.063, 0.037], [0.016, 0.008, -0.008], [0.001, -0.020, -0.005], [-0.008, 0.002, -0.010], [-0.015, 0.018, 0.003], [0.027, -0.010, 0.010], [-0.032, 0.011, -0.002], [-0.007, -0.052, -0.048], [0.008, -0.004, 0.004], [-0.005, -0.005, -0.003], [0.000, 0.005, 0.000], [0.003, -0.001, 0.001], [0.003, -0.003, -0.002], [-0.003, -0.009, 0.000], [0.008, 0.011, 0.006], [0.019, 0.008, 0.007], [0.012, -0.018, 0.009], [-0.001, -0.006, -0.002], [0.002, 0.008, 0.004], [-0.083, -0.111, 0.008], [0.014, 0.050, 0.069], [-0.001, 0.007, 0.017], [0.004, -0.025, -0.019], [0.099, 0.045, -0.064], [-0.039, -0.004, -0.033], [0.021, 0.014, 0.002], [-0.010, -0.008, 0.012], [0.023, 0.009, -0.004], [-0.029, -0.042, 0.040], [0.000, 0.000, 0.001], [-0.001, -0.001, 0.000], [0.000, 0.001, 0.001], [0.003, -0.002, 0.001], [-0.003, 0.003, -0.001], [-0.003, 0.000, -0.008], [0.000, -0.003, 0.001], [0.001, 0.002, 0.005], [0.004, 0.003, -0.008], [0.005, 0.003, 0.007], [-0.012, -0.009, 0.006], [-0.008, -0.023, -0.028], [-0.055, 0.001, 0.038], [0.172, -0.113, 0.049], [0.020, -0.033, -0.025], [-0.003, -0.001, -0.008], [-0.011, -0.020, -0.010], [0.012, 0.018, 0.002], [-0.002, -0.003, 0.010], [-0.007, -0.009, -0.013], [-0.062, 0.004, -0.059], [0.028, -0.011, 0.051], [-0.002, -0.002, -0.030], [-0.007, -0.014, 0.023], [0.013, 0.007, -0.025], [-0.012, -0.007, 0.023], [-0.019, -0.002, 0.006], [-0.002, 0.002, 0.001], [-0.003, 0.003, 0.001], [0.000, -0.001, 0.002], [0.003, 0.001, -0.002], [-0.008, 0.002, 0.000], [0.002, 0.015, -0.006], [-0.001, -0.002, 0.008], [-0.003, 0.000, -0.003], [-0.002, 0.001, 0.002], [0.002, 0.009, -0.002]], "mulliken_spin": [0.6842, 0.1482, 0.0004, 0.0025, 0.0008, 0.0002, -0.0023, -0.0138, 0.0154, 0.0016, 0.0000, 0.0001, 0.0007, -0.0005, 0.0021, 0.0043, 0.0218, -0.0012, -0.0006, -0.0004, 0.0153, 0.0021, -0.0022, -0.0601, 0.0350, 0.0034, 0.0049, 0.0028, 0.0070, 0.0140, 0.0000, 0.0001, 0.0000, -0.0001, -0.0138, 0.0002, 0.0000, 0.0022, -0.0001, 0.0001, 0.0012, 0.0040, -0.0271, 0.0296, 0.0236, 0.0105, -0.0076, 0.0158, -0.0032, 0.0107, 0.0155, 0.0051, -0.0024, 0.0052, -0.0014, 0.0035, 0.0460, 0.0002, -0.0001, 0.0006, -0.0001, 0.0010, -0.0065, 0.0002, 0.0004, 0.0001, 0.0009], "total_charge": 1, "e_tot_ha": -4607.62533, "relative_energy_kj_mol": 25.6, "largest_force_ev_per_a": 0.38, "multiplicity": 2}

***

(2)
{"formula": "C30H26N3O4PY", "method": "the ωB97M-V functional and the def2-TZVPD basis", "species": ["Y", "C", "C", "C", "C", "C", "C", "H", "H", "H", "H", "H", "H", "C", "C", "N", "C", "C", "N", "C", "O", "O", "C", "O", "O", "H", "H", "H", "H", "H", "N", "P", "C", "C", "C", "C", "C", "C", "C", "C", "C", "C", "C", "C", "C", "C", "C", "C", "C", "C", "H", "H", "H", "H", "H", "H", "H", "H", "H", "H", "H", "H", "H", "H", "H"], "coordinates": [[8.175151, 9.604889, 9.649238], [8.574144, 10.885542, 12.408311], [7.171720, 10.740802, 12.426678], [6.606362, 9.460125, 12.404381], [7.418623, 8.320238, 12.383023], [8.798535, 8.482516, 12.340978], [9.374610, 9.757132, 12.359230], [9.014594, 11.853124, 12.329433], [6.530981, 11.600348, 12.375449], [5.528501, 9.307504, 12.311853], [6.979866, 7.325676, 12.308562], [9.431099, 7.632759, 12.243958], [10.444413, 9.862919, 12.286047], [7.727573, 13.363858, 8.437508], [7.058268, 12.245074, 7.749398], [6.917977, 11.039116, 8.265592], [6.223314, 10.221592, 7.383612], [5.934486, 10.994004, 6.323581], [6.421578, 12.269974, 6.564828], [5.365385, 10.814716, 4.963144], [4.859898, 12.013729, 4.549303], [5.439444, 9.859770, 4.271789], [6.030704, 8.722749, 7.656355], [5.323565, 8.102945, 6.902528], [6.684297, 8.351477, 8.710889], [8.546769, 13.005566, 9.053726], [7.001853, 13.932398, 9.034137], [8.191836, 14.073964, 7.756695], [6.433749, 13.000976, 5.856914], [4.323610, 12.371554, 5.267446], [9.953174, 9.537328, 8.600343], [11.505105, 9.477934, 8.693186], [11.981040, 7.940373, 9.493028], [11.067780, 6.873710, 9.509992], [11.371354, 5.695515, 10.193372], [12.553899, 5.573924, 10.926919], [13.468860, 6.630831, 10.854024], [13.212171, 7.764112, 10.096540], [12.483215, 9.706668, 7.219670], [13.660518, 10.477158, 7.256971], [14.501748, 10.517139, 6.149059], [14.212925, 9.763672, 5.028525], [13.038700, 9.044333, 4.975256], [12.163887, 8.998198, 6.062590], [11.997035, 10.866559, 9.736615], [12.737639, 10.902127, 10.933120], [12.777213, 12.034395, 11.754723], [12.016550, 13.144661, 11.410175], [11.410070, 13.175692, 10.172892], [11.426250, 12.086136, 9.319448], [10.127290, 6.961030, 9.014550], [10.693122, 4.850677, 10.130711], [12.785567, 4.687569, 11.471849], [14.419458, 6.533998, 11.381173], [13.988478, 8.505660, 9.995822], [13.873874, 11.141364, 8.100344], [15.404878, 11.121545, 6.217374], [14.912111, 9.790879, 4.200593], [12.777970, 8.536151, 4.056294], [11.230959, 8.428442, 6.027118], [13.283879, 10.034093, 11.250759], [13.328411, 12.063869, 12.697349], [11.997431, 14.030521, 12.053191], [10.917593, 14.106832, 9.883582], [10.971145, 12.158710, 8.342953]], "forces_ev_per_a": [[0.289, -0.353, 0.094], [-1.003, -0.375, -0.349], [0.428, -0.635, -0.380], [-0.266, -0.153, -0.282], [-0.044, 0.229, -0.381], [-0.110, 0.374, -0.028], [0.038, -0.291, -0.104], [0.269, 0.599, 0.200], [-0.149, 0.295, 0.144], [0.288, 0.292, 0.252], [0.067, 0.264, 0.119], [0.458, -0.609, 0.063], [0.215, 0.007, 0.036], [0.061, 0.735, -0.049], [-0.472, -0.490, -0.180], [0.412, -0.372, 0.885], [0.458, 0.055, 0.357], [-0.418, 0.323, -1.368], [0.541, 0.006, 0.373], [0.092, -0.181, 0.318], [-0.639, 0.017, -0.661], [0.039, -0.066, -0.121], [-0.644, 1.061, -0.925], [0.352, -0.161, 0.594], [0.355, -0.271, 0.465], [-0.098, -0.171, 0.276], [0.236, -0.187, 0.036], [-0.133, -0.011, -0.275], [0.010, -0.205, 0.386], [-0.085, 0.221, -0.083], [-0.883, -0.074, -0.051], [-0.440, 0.185, 0.439], [-0.142, -0.599, -0.217], [0.729, -0.048, 0.722], [0.091, -0.077, 0.036], [-0.130, 1.336, -0.963], [0.303, -0.676, 0.335], [0.252, -0.230, 0.354], [0.700, -0.009, -0.213], [-0.341, 0.324, -0.193], [0.209, 0.115, 0.846], [0.339, 0.373, -0.027], [-0.743, -0.346, -0.163], [0.138, 0.024, -0.127], [0.600, 1.244, 0.831], [-0.255, -0.054, -0.149], [-0.488, 0.048, 0.128], [0.762, 0.164, 0.406], [-0.520, 0.682, -0.480], [0.014, -0.312, 0.461], [-0.466, 0.105, -0.408], [-0.058, 0.138, 0.091], [0.077, -0.444, 0.303], [-0.213, 0.090, -0.195], [0.089, 0.161, 0.005], [-0.007, -0.492, -0.172], [-0.183, -0.126, -0.191], [-0.208, -0.122, -0.082], [-0.006, -0.156, 0.063], [0.343, 0.128, -0.104], [0.047, -0.268, 0.118], [-0.049, -0.305, -0.385], [-0.029, -0.387, -0.208], [0.099, -0.295, -0.143], [-0.180, -0.045, -0.079]], "mulliken_charge": [1.7446, -0.3955, -0.4199, -0.4758, -0.1760, -0.5630, -0.1486, 0.4547, 0.4472, 0.3840, 0.3968, 0.4129, 0.3461, -0.9139, 0.1910, -0.2634, 0.4449, 0.1773, -0.0553, 0.3891, -0.5629, -0.4207, 0.4613, -0.5887, -0.8273, -0.1280, 0.3239, 0.4129, 0.3395, 0.3950, -0.8244, 1.1119, 0.4336, -0.7326, -0.6862, -0.6072, -0.7971, -0.4004, 0.7791, -0.4404, -0.6301, -0.4911, -0.6685, -0.4691, 0.7339, -0.6278, -0.6578, -0.6316, -0.6844, -0.6999, 0.6507, 0.4338, 0.4745, 0.3905, 0.6391, 0.3027, 0.3920, 0.3977, 0.4009, 0.4000, 0.2910, 0.3972, 0.4269, 0.4242, 0.5866], "total_charge": 1, "e_tot_ha": -2003.65920, "relative_energy_kj_mol": 0.0, "largest_force_ev_per_a": 1.65}